{"formula": "C2H6BrMnO", "method": "wB97M-V/def2-TZVPD", "lumo_energy_ha": [-0.352, -0.334], "multiplicity": 6, "total_charge": 1, "s_squared": 8.7649, "species": ["Mn", "Br", "C", "C", "O", "H", "H", "H", "H", "H", "H"], "coordinates": [[-32.841, -6.258, -27.344], [-30.945, -4.302, -24.572], [-26.835, 0.001, -25.384], [-26.239, -1.235, -24.770], [-26.752, -1.543, -23.473], [-26.508, 0.071, -26.421], [-26.602, 0.869, -24.767], [-27.907, -0.085, -25.559], [-25.174, -1.053, -24.623], [-26.485, -2.024, -25.481], [-27.567, -2.043, -23.554]], "nbo_charge": [1.22, -0.22, -0.63, -0.06, -0.72, 0.21, 0.22, 0.19, 0.18, 0.15, 0.46]}

=====

{"formula": "C4H9N2O", "method": "wB97M-V/def2-TZVPD", "lumo_energy_ha": -0.123, "total_charge": 1, "smiles": "[H]/N=C/[C@@H]1[C@@H](O)[N@@H+]1C", "species": ["C", "C", "C", "C", "N", "N", "O", "H", "H", "H", "H", "H", "H", "H", "H", "H"], "coordinates": [[1.257, -1.281, 0.421], [-0.132, -0.707, 0.776], [-1.034, -0.422, -0.381], [0.294, 1.820, -0.157], [1.730, -0.920, -0.663], [-0.483, 0.733, 0.477], [-2.361, -0.601, -0.301], [1.662, -1.982, 1.060], [-0.649, -1.282, 1.530], [-0.463, -0.244, -1.346], [1.171, 1.540, -0.763], [-0.460, 2.259, -0.675], [0.612, 2.390, 0.647], [2.659, -1.097, -0.977], [-1.110, 1.077, 1.262], [-2.693, -1.284, -0.911]], "nbo_charge": [0.14, -0.15, 0.29, -0.40, -0.61, -0.37, -0.67, 0.19, 0.27, 0.23, 0.27, 0.22, 0.23, 0.39, 0.46, 0.53]}

=====

{"formula": "C21H64N2O21", "method": "wB97M-V/def2-TZVPD", "lumo_energy_ha": 0.001, "smiles": "NC(N)=O.OCCO.OCCO.OCCO.OCCO.OCCO.OCCO.OCCO.OCCO.OCCO.OCCO", "species": ["C", "C", "O", "O", "H", "H", "H", "H", "H", "H", "C", "C", "O", "O", "H", "H", "H", "H", "H", "H", "C", "C", "O", "O", "H", "H", "H", "H", "H", "H", "C", "C", "O", "O", "H", "H", "H", "H", "H", "H", "C", "C", "O", "O", "H", "H", "H", "H", "H", "H", "C", "C", "O", "O", "H", "H", "H", "H", "H", "H", "C", "C", "O", "O", "H", "H", "H", "H", "H", "H", "C", "C", "O", "O", "H", "H", "H", "H", "H", "H", "C", "C", "O", "O", "H", "H", "H", "H", "H", "H", "C", "C", "O", "O", "H", "H", "H", "H", "H", "H", "C", "O", "N", "N", "H", "H", "H", "H"], "coordinates": [[1.975, -3.800, 0.111], [0.790, -4.627, -0.339], [-0.455, -4.149, 0.187], [2.347, -4.207, 1.395], [1.714, -2.742, 0.154], [2.806, -3.980, -0.571], [0.805, -5.700, -0.145], [0.803, -4.652, -1.429], [-0.424, -4.291, 1.136], [2.852, -3.555, 1.887], [-1.574, 4.304, -3.105], [-1.881, 2.873, -2.585], [-1.711, 2.850, -1.181], [-1.472, 4.286, -4.532], [-0.615, 4.652, -2.719], [-2.351, 5.046, -2.920], [-1.268, 2.067, -2.987], [-2.908, 2.579, -2.799], [-2.094, 2.036, -0.845], [-1.092, 5.100, -4.870], [-2.767, -2.045, 3.264], [-3.980, -2.428, 4.189], [-4.232, -1.480, 5.196], [-2.988, -0.758, 2.683], [-2.655, -2.885, 2.578], [-1.804, -1.861, 3.741], [-3.859, -3.418, 4.628], [-4.880, -2.565, 3.590], [-4.764, -1.946, 5.845], [-3.361, -0.162, 3.337], [-4.792, 1.264, 0.144], [-5.600, 0.468, 1.171], [-6.956, 0.695, 0.921], [-3.391, 0.989, 0.200], [-4.946, 2.342, 0.170], [-5.176, 0.890, -0.806], [-5.318, 0.655, 2.208], [-5.433, -0.579, 0.917], [-7.282, 1.302, 1.589], [-3.440, 0.083, 0.515], [2.886, 3.496, -2.969], [2.726, 2.017, -2.938], [3.155, 1.391, -4.171], [4.219, 3.946, -3.076], [2.522, 3.938, -2.041], [2.234, 3.926, -3.729], [1.688, 1.768, -2.715], [3.304, 1.645, -2.092], [2.978, 0.468, -3.976], [4.713, 3.525, -2.369], [4.933, -1.767, 0.464], [5.775, -2.975, 0.475], [6.225, -3.423, 1.715], [4.094, -1.662, 1.590], [4.363, -1.499, -0.426], [5.563, -0.894, 0.634], [6.583, -2.815, -0.238], [5.241, -3.825, 0.049], [5.573, -3.091, 2.336], [3.525, -0.889, 1.584], [2.073, -1.786, -4.233], [0.571, -1.756, -3.860], [0.096, -0.433, -3.602], [2.824, -1.227, -3.192], [2.203, -1.195, -5.139], [2.327, -2.788, -4.579], [0.314, -2.378, -3.003], [-0.007, -2.142, -4.699], [0.213, -0.303, -2.658], [3.681, -1.658, -3.228], [0.695, 4.512, 1.509], [0.580, 5.152, 0.126], [-0.762, 5.218, -0.418], [0.182, 5.273, 2.649], [1.735, 4.234, 1.684], [0.222, 3.531, 1.548], [1.008, 4.466, -0.605], [1.030, 6.145, 0.118], [-1.106, 4.323, -0.473], [-0.706, 4.918, 2.734], [1.147, 0.789, 0.725], [-0.027, -0.215, 0.601], [-0.259, -0.529, -0.784], [2.261, 0.006, 0.468], [1.244, 1.256, 1.705], [1.174, 1.499, -0.102], [-0.924, 0.246, 1.015], [0.184, -1.042, 1.279], [-1.046, -1.074, -0.861], [2.038, -0.303, -0.412], [0.820, -0.240, 4.351], [1.357, 1.224, 4.711], [2.315, 1.084, 5.743], [1.874, -1.013, 3.650], [-0.093, -0.209, 3.756], [0.642, -0.730, 5.309], [0.604, 1.978, 4.942], [1.822, 1.647, 3.821], [3.105, 0.575, 5.549], [1.575, -1.921, 3.730], [-3.172, -2.292, -2.028], [-2.478, -1.467, -1.486], [-3.227, -3.587, -1.665], [-4.122, -1.970, -2.883], [-2.533, -3.907, -1.004], [-3.458, -4.305, -2.336], [-4.154, -0.986, -3.107], [-4.767, -2.554, -3.397]], "mulliken_charge": [0.69, -0.93, -0.42, -0.61, -0.20, 0.12, 0.41, 0.36, 0.24, 0.31, -0.46, 0.20, -0.07, -0.60, 0.20, 0.29, -0.06, 0.37, 0.10, 0.32, -0.03, -0.63, -0.52, -0.36, 0.15, 0.14, 0.46, 0.29, 0.31, 0.21, -0.50, -0.40, -0.58, -0.20, 0.36, 0.29, 0.28, 0.23, 0.35, -0.15, -0.55, 0.67, -0.72, -0.56, 0.24, 0.36, -0.30, 0.05, 0.43, 0.34, 0.00, -0.43, -0.56, -0.44, -0.10, 0.44, 0.37, 0.21, 0.35, 0.20, -0.70, -0.26, -0.56, -0.23, 0.33, 0.51, -0.03, 0.47, 0.27, 0.13, 0.05, -0.25, -0.61, -0.57, 0.39, -0.17, -0.02, 0.45, 0.40, 0.33, 0.23, -0.32, 1.22, -0.27, -0.70, 0.10, 0.15, 0.23, -0.04, -0.15, 0.11, -0.67, -0.59, -0.46, -0.11, 0.52, 0.37, 0.25, 0.34, 0.25, 0.38, -0.68, -0.46, -0.38, 0.17, 0.21, 0.24, 0.17]}

=====

{"formula": "C4H13ClOSi2", "method": "wB97M-V/def2-TZVPD", "lumo_energy_ha": 0.014, "smiles": "CC[Si](Cl)(CC)O[SiH3]", "species": ["C", "C", "C", "C", "O", "Si", "Si", "Cl", "H", "H", "H", "H", "H", "H", "H", "H", "H", "H", "H", "H", "H"], "coordinates": [[-0.043, -0.299, 2.855], [-0.834, -2.263, -1.893], [0.853, -0.408, 1.554], [0.157, -1.107, -1.721], [0.720, 1.557, -0.796], [0.442, 3.143, -0.605], [-0.046, -0.333, -0.043], [-2.070, -0.223, 0.179], [0.483, -0.068, 3.680], [-0.898, 0.407, 2.630], [-0.536, -1.241, 2.920], [-1.102, -2.873, -0.983], [-1.804, -1.859, -2.162], [-0.550, -2.817, -2.834], [1.459, -1.286, 1.700], [1.528, 0.563, 1.597], [-0.156, -0.326, -2.450], [1.211, -1.344, -1.909], [-0.594, 3.595, -1.635], [-0.098, 3.296, 0.694], [1.877, 3.885, -0.777]], "nbo_charge": [-0.57, -0.63, -0.99, -0.93, -1.30, 1.26, 1.87, -0.38, 0.21, 0.21, 0.20, 0.21, 0.22, 0.22, 0.25, 0.29, 0.28, 0.25, -0.22, -0.25, -0.21]}

=====

{"formula": "C5H4S", "method": "wB97M-V/def2-TZVPD", "lumo_energy_ha": [-0.078, -0.077], "species": ["C", "C", "C", "C", "C", "S", "H", "H", "H", "H"], "coordinates": [[-0.644, -0.090, -0.717], [-1.555, 0.975, -0.633], [0.430, -0.086, 0.114], [1.312, 0.585, 0.898], [1.506, -0.888, 0.815], [-1.459, 2.155, 0.519], [-0.784, -0.859, -1.466], [-2.340, 1.048, -1.376], [1.057, -1.667, 1.422], [2.477, -1.173, 0.422]], "nbo_charge": [-0.23, -0.31, -0.10, 0.13, -0.49, 0.08, 0.23, 0.22, 0.25, 0.23]}

=====

In eV, the relative energy (zero: lowest compared OMol25 entry of this formula, charge and spin) values for the records above are, in order, 4.052; 3.717; 1.827; 1.595; 4.515.